{"formula": "C2H4N4O2", "method": "ωB97M-V/def2-TZVPD", "lumo_energy_ev": 0.03, "spin_multiplicity": 1, "e_above_lowest_kcal_mol": 191.0, "smiles": "Nn1onc/c1=N\\O", "e_tot_ev": -12185.204, "total_charge": 0, "elements": ["N", "N", "H", "H", "H", "O", "H", "O", "C", "N", "C", "N"], "positions_angstrom": [[-0.81, 0.58, -0.23], [1.60, 0.25, -0.32], [-1.46, 2.51, -0.74], [-1.13, 2.37, 1.01], [0.50, -2.40, -0.21], [-1.80, -0.15, 0.49], [3.13, -0.89, 0.06], [2.15, -1.22, -0.26], [0.24, -0.10, -0.51], [-1.42, -1.46, 0.66], [-0.15, -1.51, 0.00], [-0.85, 2.01, 0.04]]}

***

{"formula": "C3H4N2O", "method": "ωB97M-V/def2-TZVPD", "lumo_energy_ev": 0.95, "spin_multiplicity": 1, "e_above_lowest_kcal_mol": 49.1, "smiles": "NC(=O)[C@H]1C=N1", "e_tot_ev": -8201.757, "total_charge": 0, "elements": ["H", "C", "N", "N", "C", "H", "H", "O", "C", "H"], "positions_angstrom": [[-0.46, 2.51, 0.25], [-0.09, 0.60, -0.14], [1.25, -1.56, -0.36], [-0.33, 1.63, 0.73], [0.13, -0.80, 0.35], [-0.09, -1.09, 1.38], [0.13, 1.67, 1.62], [-0.18, 0.76, -1.35], [0.08, -1.69, -0.80], [-0.45, -2.03, -1.67]]}

***

{"formula": "C2H5O2", "method": "ωB97M-V/def2-TZVPD", "lumo_energy_ev": -6.39, "spin_multiplicity": 1, "e_above_lowest_kcal_mol": 14.4, "e_tot_ev": -6240.172, "total_charge": 1, "elements": ["H", "O", "C", "C", "H", "O", "H", "H", "H"], "positions_angstrom": [[-0.59, 1.72, 0.27], [0.98, 0.80, -0.59], [-0.10, -1.15, 0.92], [-0.43, 0.84, -0.43], [1.50, 0.36, -1.35], [-0.82, -0.51, 0.17], [0.84, -0.73, 1.36], [-0.99, 0.81, -1.41], [-0.39, -2.15, 1.06]]}

***

{"formula": "C3H5Cl2N", "method": "ωB97M-V/def2-TZVPD", "lumo_energy_ev": 0.55, "spin_multiplicity": 1, "e_above_lowest_kcal_mol": 6.4, "smiles": "[H]/N=C(\\Cl)[C@@H](C)Cl", "e_tot_ev": -29726.336, "total_charge": 0, "elements": ["H", "N", "C", "C", "H", "H", "Cl", "H", "C", "Cl", "H"], "positions_angstrom": [[1.06, -2.41, 1.08], [0.47, -1.54, 0.88], [0.20, 0.54, -0.31], [-1.37, 0.48, -0.24], [-1.89, -0.46, 0.15], [0.43, 1.01, -1.28], [0.90, 1.78, 0.91], [-1.63, 0.86, -1.22], [0.92, -0.71, 0.12], [2.62, -0.78, -0.47], [-1.70, 1.23, 0.39]]}

***

{"formula": "C16H24N5O", "method": "ωB97M-V/def2-TZVPD", "lumo_energy_ev": -3.76, "spin_multiplicity": 1, "e_above_lowest_kcal_mol": 211.5, "e_tot_ev": -26465.745, "total_charge": 1, "elements": ["C", "H", "H", "H", "H", "H", "H", "N", "C", "C", "H", "H", "C", "C", "C", "H", "H", "C", "H", "O", "H", "H", "N", "N", "H", "H", "C", "H", "H", "C", "C", "N", "N", "H", "C", "C", "H", "H", "H", "H", "C", "H", "H", "C", "C", "C"], "positions_angstrom": [[-2.73, 0.99, -0.45], [2.89, 3.90, 0.27], [-3.44, -3.80, -0.74], [3.50, 1.24, 2.04], [-3.98, -2.18, -1.18], [7.37, 2.29, -1.75], [-3.83, 0.79, -0.77], [6.05, 1.28, -0.18], [-5.43, -3.33, -0.04], [-0.08, 0.33, -0.38], [-4.63, -3.60, -2.04], [-1.78, -0.83, -1.53], [-6.38, -1.11, -0.59], [2.22, -0.98, 1.95], [1.20, -0.55, -0.78], [1.13, 1.92, 0.94], [1.23, -0.55, -1.94], [-6.69, -2.57, -0.45], [-5.68, -4.39, 0.10], [2.37, 0.17, -0.35], [2.08, -2.12, 1.84], [1.19, -0.49, 2.02], [5.25, 3.15, -1.45], [3.06, 3.14, -0.40], [-3.36, 2.98, 0.73], [-7.08, -2.96, -1.39], [3.11, -0.49, 0.69], [2.85, -0.85, 2.90], [-5.07, -2.96, 0.93], [4.13, 0.62, 1.30], [-1.08, 2.54, 0.93], [-6.14, 0.04, -0.71], [4.77, 1.47, 0.26], [-7.47, -2.70, 0.31], [-4.31, -3.22, -1.06], [0.11, 1.60, 0.54], [-0.90, 3.47, 1.57], [4.97, 0.11, 1.91], [1.15, -1.64, -0.47], [6.61, 0.52, 0.23], [4.31, 2.61, -0.50], [2.26, 2.86, -1.01], [3.80, -1.32, 0.27], [6.38, 2.25, -1.20], [-1.54, 0.06, -0.85], [-2.53, 2.26, 0.44]]}

***

{"formula": "C4H8O3", "method": "ωB97M-V/def2-TZVPD", "lumo_energy_ev": 0.57, "spin_multiplicity": 1, "e_above_lowest_kcal_mol": 40.5, "smiles": "O=C(CO)CCO", "e_tot_ev": -10419.248, "total_charge": 0, "elements": ["H", "O", "H", "H", "C", "H", "H", "C", "O", "C", "H", "H", "O", "C", "H"], "positions_angstrom": [[1.81, 0.47, 0.66], [-0.05, -1.60, -0.06], [-1.33, -0.28, 1.39], [1.72, 0.89, -1.06], [-0.22, 0.82, -0.19], [2.05, -1.72, -0.25], [1.16, -1.30, -1.72], [1.17, -1.17, -0.63], [-2.46, 1.21, 0.58], [-1.21, 0.74, 1.01], [-0.84, 1.36, 1.84], [-0.04, -2.50, 0.25], [-0.67, 1.31, -1.21], [1.23, 0.32, -0.26], [-2.31, 1.47, -0.35]]}

***

{"formula": "C21H21ClHfN3Si", "method": "ωB97M-V/def2-TZVPD", "lumo_energy_ev": -3.87, "spin_multiplicity": 1, "e_above_lowest_kcal_mol": 41.4, "e_tot_ev": -48291.970, "total_charge": 1, "elements": ["H", "C", "H", "C", "Si", "C", "H", "C", "N", "H", "N", "Cl", "C", "H", "H", "C", "C", "H", "H", "H", "H", "C", "C", "C", "C", "H", "H", "H", "C", "C", "H", "H", "C", "H", "H", "C", "C", "H", "C", "H", "C", "H", "Hf", "H", "C", "N", "C", "C"], "positions_angstrom": [[4.94, 9.15, 4.42], [9.24, 11.75, 4.49], [13.71, 10.83, 2.27], [10.24, 12.58, 5.17], [13.76, 9.40, 4.31], [15.04, 9.17, 5.70], [7.08, 14.21, 3.60], [13.74, 7.67, 3.48], [11.37, 11.90, 5.57], [14.98, 8.07, 5.83], [9.96, 7.89, 4.53], [12.01, 8.77, 7.39], [10.15, 14.03, 5.08], [11.43, 15.77, 5.53], [7.55, 11.65, 3.25], [8.64, 8.17, 4.38], [8.13, 5.88, 4.10], [6.65, 10.91, 4.89], [11.34, 6.38, 4.79], [16.00, 9.49, 5.42], [12.81, 7.63, 2.91], [14.21, 10.86, 3.25], [10.33, 6.66, 4.53], [6.00, 8.85, 4.55], [7.97, 13.78, 4.02], [7.45, 5.09, 4.01], [13.74, 6.96, 4.40], [9.79, 4.53, 4.26], [12.44, 12.58, 5.90], [6.32, 7.54, 4.27], [14.49, 7.37, 2.81], [13.35, 12.00, 6.12], [9.46, 5.64, 4.27], [14.83, 9.46, 6.67], [8.86, 15.63, 4.56], [7.67, 7.20, 4.19], [12.48, 13.95, 5.92], [13.33, 14.53, 6.05], [8.92, 14.60, 4.64], [15.30, 10.98, 3.20], [8.16, 12.35, 3.89], [13.98, 11.81, 3.80], [11.25, 9.63, 5.33], [5.57, 6.85, 4.08], [8.32, 9.54, 4.51], [9.47, 10.36, 4.56], [11.35, 14.69, 5.53], [6.99, 9.87, 4.71]]}

***

{"formula": "C11H12IOP", "method": "ωB97M-V/def2-TZVPD", "lumo_energy_ev": -0.75, "spin_multiplicity": 1, "e_above_lowest_kcal_mol": 0.0, "smiles": "C/C=C/c1ccc(OI)cc1.CC#P", "e_tot_ev": -31034.141, "total_charge": 0, "elements": ["O", "C", "C", "H", "H", "H", "C", "C", "C", "C", "C", "H", "P", "H", "H", "H", "H", "H", "C", "H", "C", "C", "H", "H", "C", "I"], "positions_angstrom": [[-4.45, 1.08, -0.38], [-0.34, 0.66, 0.63], [-2.14, 1.73, -0.62], [-3.42, -0.59, 1.33], [1.14, -0.04, 1.98], [-0.27, 2.29, -1.05], [-1.33, -0.05, 1.34], [-0.75, 1.55, -0.38], [0.77, -1.78, -2.12], [3.55, 0.34, 1.11], [-3.08, 0.95, -0.06], [1.12, -2.36, -2.93], [1.50, -3.21, 0.34], [2.35, 1.09, -0.56], [4.28, -0.19, 0.51], [3.47, -0.20, 2.03], [4.04, 1.38, 1.31], [1.37, -0.92, -2.23], [0.92, -2.40, -0.82], [-1.00, -0.87, 1.93], [-2.73, 0.12, 0.96], [1.03, 0.41, 1.01], [-0.24, -1.51, -2.31], [-2.34, 2.40, -1.46], [2.23, 0.55, 0.40], [-5.67, -0.40, 0.05]]}